Entry 1:
{"formula": "C4H8N2O3", "method": "ωB97M-V/def2-TZVPD", "symbols": ["C", "C", "C", "C", "N", "N", "O", "O", "O", "H", "H", "H", "H", "H", "H", "H", "H"], "xyz": [[0.38, 0.58, 0.45], [0.02, 2.04, 0.36], [1.01, -1.08, -0.84], [-1.11, -0.61, 0.28], [1.82, -1.90, -0.15], [-2.10, -0.05, -0.49], [1.21, 0.23, -0.74], [-0.11, -1.57, -1.24], [-1.35, -1.24, 1.29], [0.98, 0.36, 1.34], [2.57, -1.53, 0.41], [1.69, -2.89, -0.27], [-3.02, -0.03, -0.07], [-1.81, 0.42, -1.34], [-0.53, 2.34, 1.26], [0.91, 2.67, 0.26], [-0.59, 2.26, -0.52]], "lowdin_charge": [-0.17, -0.07, -0.58, -0.46, 0.23, 0.13, 0.01, 0.02, 0.04, 0.13, 0.12, 0.13, 0.11, 0.10, 0.09, 0.08, 0.07], "mol_weight_g_mol": 132.119, "total_energy_ha": -492.4016, "homo_energy_ev": -8.7, "homo_lumo_gap_ev": 9.4, "de_lowest_ev": 2.7576}

Entry 2:
{"formula": "C4H8N2OS", "method": "ωB97M-V/def2-TZVPD", "symbols": ["N", "C", "C", "O", "N", "C", "S", "C", "H", "H", "H", "H", "H", "H", "H", "H"], "xyz": [[-0.81, -0.87, 1.76], [-0.93, 0.22, 0.77], [0.21, 1.18, 0.81], [1.28, 0.55, 0.12], [0.70, -0.18, -0.90], [1.34, -0.46, -2.01], [2.93, -0.31, -2.33], [-0.74, -0.40, -0.63], [0.15, -1.32, 1.68], [-0.84, -0.51, 2.66], [-1.91, 0.68, 0.83], [0.53, 1.49, 1.83], [-0.04, 2.10, 0.20], [0.61, -0.90, -2.75], [-1.35, 0.17, -1.38], [-1.12, -1.43, -0.65]], "lowdin_charge": [0.05, -0.35, -0.15, -0.08, -0.18, -0.74, 0.59, -0.09, 0.12, 0.04, 0.15, 0.14, 0.14, 0.09, 0.14, 0.13], "smiles": "N[C@H]1CON(C=S)C1", "mol_weight_g_mol": 132.188, "total_energy_ha": -740.0659, "homo_energy_ev": -8.1, "homo_lumo_gap_ev": 8.7, "de_lowest_ev": 2.6154}